Record 1
C8H22CeClPbSi as an isolated structure in a non-equilibrium geometry. Source: OMol25; level of theory: ωB97M-V/def2-TZVPD.

Element x y z (Å)
1 Ce 1.665 0.622 -3.396
2 Cl 0.257 1.589 -5.185
3 C 1.836 -1.662 -3.628
4 C 3.824 1.385 -3.591
5 H 2.844 -1.812 -4.060
6 H 1.692 -2.263 -2.718
7 H 1.057 -1.873 -4.383
8 H 4.401 0.572 -4.072
9 H 4.249 1.650 -2.608
10 H 3.747 2.267 -4.252
11 Pb 0.143 1.177 -0.057
12 C 0.696 2.180 1.902
13 C 2.109 0.321 -0.521
14 H 1.692 1.806 2.180
15 H 0.755 3.254 1.666
16 H -0.036 2.002 2.703
17 H 3.054 0.840 -0.263
18 H 2.217 -0.781 -0.631
19 C -1.345 -0.500 3.512
20 Si -2.142 -0.677 1.819
21 C -3.311 -2.144 1.862
22 C -3.138 0.878 1.442
23 C -0.813 -0.870 0.527
24 H -2.118 -0.307 4.269
25 H -0.603 0.305 3.565
26 H -0.842 -1.438 3.785
27 H -4.077 -2.005 2.639
28 H -3.824 -2.272 0.900
29 H -2.766 -3.071 2.087
30 H -2.529 1.795 1.425
31 H -3.642 0.786 0.470
32 H -3.914 1.014 2.208
33 H 0.049 -1.498 0.835
34 H -1.190 -1.272 -0.432

Atomic forces in eV per Å
Ce 0.488 -0.310 2.582
Cl -0.470 0.323 -0.729
C -0.060 0.119 -0.255
C -0.048 0.002 -0.246
H -0.361 -0.186 0.132
H 0.059 0.112 -0.351
H 0.256 -0.276 0.138
H -0.006 0.433 0.156
H -0.078 -0.076 -0.397
H 0.329 -0.190 0.142
Pb 0.168 -0.783 0.224
C 0.177 0.659 -0.077
C 0.304 -0.288 -0.272
H -0.429 0.086 -0.077
H -0.008 -0.382 0.319
H 0.243 0.085 -0.496
H -0.480 -0.261 -0.420
H 0.018 0.672 -0.216
C -0.041 -0.126 0.163
Si 0.205 0.322 -0.032
C -0.101 -0.111 0.024
C -0.185 0.004 0.054
C 0.334 -0.185 -0.531
H 0.181 -0.027 -0.110
H -0.193 -0.230 -0.020
H -0.065 0.172 -0.012
H 0.135 -0.046 -0.156
H 0.102 0.001 0.188
H -0.126 0.171 -0.064
H -0.115 -0.264 0.013
H 0.098 0.067 0.173
H 0.099 0.013 -0.170
H -0.475 0.366 -0.090
H 0.047 0.132 0.414

The calculation puts the orbital gap (alpha / beta) at 0.199 / 0.210 Ha. The value obtained for the HOMO energy (alpha / beta) is -7.30 / -7.48 eV. Its expectation value of S² is 0.778. Its multiplicity is 2. The molar mass comes out at 529.12 g/mol. As for the net charge: 0.


Record 2
C3H13BeN2O as an isolated structure in a non-equilibrium geometry. Source: OMol25; level of theory: ωB97M-V/def2-TZVPD.

Element x y z (Å)
1 C 3.231 1.092 -1.061
2 Be -0.996 0.169 -0.881
3 N -1.845 -0.324 -2.243
4 H 4.779 1.366 -0.949
5 H 4.060 0.801 -1.712
6 H 3.249 0.723 -0.032
7 H 2.929 2.150 -1.035
8 H 2.556 0.405 -1.661
9 H -2.729 0.183 -2.056
10 H -2.014 -1.322 -1.972
11 H -1.529 -0.195 -3.194
12 C -0.337 -0.115 1.849
13 C -1.600 -0.653 1.359
14 N -2.442 -1.180 2.262
15 O -1.904 -0.561 0.096
16 H -0.282 -0.293 2.907
17 H -0.246 0.944 1.655
18 H 0.553 -0.532 1.397
19 H -3.358 -1.576 2.019
20 H -2.076 -1.082 3.252

Atomic forces in eV per Å
C -2.496 -1.311 -0.697
Be 0.183 0.108 -0.311
N -0.772 -0.568 -0.035
H 2.573 0.894 0.796
H 0.197 0.346 0.092
H 0.303 -0.194 -0.435
H 0.201 -0.636 -0.615
H -0.772 0.915 0.876
H 0.144 -0.074 -0.452
H 0.150 0.564 -0.689
H -0.034 -0.057 0.091
C -0.185 -0.120 0.296
C 2.074 0.515 -0.457
N -1.428 -1.029 3.091
O -0.369 0.158 -0.429
H 0.288 0.063 0.843
H 0.019 0.875 -0.072
H 0.422 -0.446 -0.397
H 1.018 0.496 0.434
H -1.515 -0.500 -1.930

The calculation puts the orbital gap (alpha / beta) at 0.148 / 0.141 Ha. The value obtained for the HOMO energy (alpha / beta) is -0.52 / -0.48 eV. The molar mass comes out at 102.16 g/mol. The energy relative to the best compared isomer or geometry (same formula, charge and spin) is 5.1830 eV. As for the net charge: -1.


Record 3
C13H17BBeNO6 as an isolated structure in a non-equilibrium geometry. Source: OMol25; level of theory: ωB97M-V/def2-TZVPD.

Element x y z (Å)
1 Be 0.722 0.491 -0.761
2 O 2.552 -1.747 2.674
3 C 1.967 -0.966 1.782
4 O 0.788 -0.706 1.764
5 C 2.899 -0.447 0.742
6 C 4.248 -0.753 0.719
7 C 5.040 -0.266 -0.322
8 C 4.449 0.514 -1.295
9 C 3.089 0.808 -1.193
10 N 2.315 0.309 -0.203
11 C 2.285 1.571 -2.120
12 O 2.788 2.263 -3.121
13 O 1.060 1.526 -1.954
14 H 1.914 -2.116 3.311
15 H 4.666 -1.356 1.506
16 H 6.092 -0.497 -0.370
17 H 5.032 0.875 -2.129
18 H 3.754 2.256 -3.174
19 C -3.914 -1.243 -0.587
20 C -2.608 -0.919 0.123
21 C -2.600 -1.507 1.532
22 O -1.546 -1.608 -0.603
23 B -0.510 -0.806 -0.769
24 O -0.778 0.466 -0.278
25 C -2.176 0.597 0.070
26 C -2.838 1.380 -1.063
27 C -2.290 1.380 1.369
28 H -4.100 -2.311 -0.504
29 H -3.855 -0.998 -1.643
30 H -4.738 -0.704 -0.128
31 H -2.733 -2.584 1.454
32 H -3.408 -1.108 2.135
33 H -1.646 -1.310 2.013
34 H -2.700 0.878 -2.015
35 H -2.379 2.365 -1.128
36 H -3.901 1.504 -0.882
37 H -1.604 0.993 2.115
38 H -3.304 1.358 1.756
39 H -2.031 2.418 1.179

Atomic forces in eV per Å
Be -0.100 -0.262 -0.011
O 0.513 -0.295 0.194
C -1.227 -0.009 0.203
O 0.619 0.010 0.054
C -0.065 0.117 -0.119
C 0.109 0.298 -0.290
C -0.297 -0.112 0.231
C -0.441 0.234 -0.055
C 1.088 -0.816 0.911
N 0.731 0.014 -0.102
C -0.270 0.701 -1.061
O -0.397 -0.182 0.267
O 0.473 0.321 -0.312
H -0.026 0.266 -0.278
H 0.024 -0.092 0.078
H 0.084 -0.052 0.002
H 0.075 0.058 -0.046
H -0.079 -0.066 0.136
C 0.323 0.117 0.078
C -0.182 -0.149 0.258
C 0.096 0.119 -0.326
O -0.685 -0.669 -0.175
B 1.035 -0.761 -0.534
O -0.105 1.130 0.486
C -1.219 0.372 0.120
C 0.295 -0.176 0.090
C 0.240 -0.186 -0.189
H -0.039 -0.052 0.056
H -0.068 0.062 -0.038
H -0.171 0.046 0.025
H 0.002 -0.054 -0.011
H -0.107 0.109 0.110
H 0.045 -0.002 0.139
H -0.024 -0.056 -0.134
H 0.002 0.072 0.001
H -0.120 0.015 0.053
H -0.012 -0.112 0.169
H -0.141 -0.073 0.030
H 0.023 0.116 -0.012

The calculation puts the orbital gap (alpha / beta) at 0.219 / 0.219 Ha. The value obtained for the HOMO energy (alpha / beta) is -10.86 / -10.86 eV. The molar mass comes out at 303.10 g/mol. As for the net charge: +1.


Record 4
An isolated molecule of C2H7NS in a non-equilibrium geometry. Source: OMol25; level of theory: ωB97M-V/def2-TZVPD.

Element x y z (Å)
1 C -0.579 -1.815 0.397
2 S -0.537 -0.331 -0.607
3 C 0.409 0.725 0.608
4 N 1.174 1.823 0.040
5 H -0.109 -1.566 1.287
6 H -1.658 -2.048 0.668
7 H -0.254 -2.740 -0.048
8 H -0.357 1.037 1.277
9 H 1.167 0.037 1.101
10 H 0.804 2.721 -0.103
11 H 1.793 1.634 -0.788

Atomic forces in eV per Å
C -3.312 -0.624 -0.679
S 0.542 0.254 -0.472
C 1.864 -0.600 -1.126
N 1.413 -1.337 -0.873
H 1.131 -0.046 1.698
H 1.135 0.428 -0.196
H 0.765 0.010 -0.352
H -0.083 0.672 0.831
H -1.163 0.709 -0.395
H -1.223 0.888 0.134
H -1.067 -0.355 1.429

The calculation puts the orbital gap at 0.345 Ha. The value obtained for the HOMO energy is -8.36 eV. The molar mass comes out at 77.15 g/mol. The energy relative to the best compared isomer or geometry (same formula, charge and spin) is 0.5608 eV. As for the structure (SMILES): CSCN. As for the net charge: 0.


- The highest net charge belongs to which entry?
  C13H17BBeNO6


- Which formula does entry 4 have?
  C2H7NS